Computed, not measured: 15 unconnected molecules or ions with the total composition C78H206N29O15P7 at a distorted geometry, with the ωB97M-V functional and the def2-TZVPD basis.

Computed properties:
* strongest force on any atom: 6.4 eV/Å
* gap between HOMO and LUMO: 7.85 eV
* HOMO: -7.91 eV

Geometry (Å):
C: 7.991 1.526 -1.744
H: -2.703 3.232 -5.769
H: -7.619 1.087 -6.711
H: 3.839 -3.452 -7.618
N: 5.002 5.144 0.082
H: -0.655 2.665 -4.681
H: -1.083 -3.939 -8.151
N: -1.039 6.511 -0.442
H: -2.828 -1.961 7.743
C: -4.365 -3.531 -4.190
H: 2.462 -4.247 -0.215
H: -3.159 -3.548 2.724
N: -5.196 0.240 6.156
H: -2.631 0.469 -5.599
H: 7.183 -3.082 0.288
C: -4.680 -5.551 -2.657
H: 0.419 -7.843 4.793
C: 0.041 -6.801 -1.095
H: 3.515 -1.896 5.693
H: -1.377 3.886 2.411
O: -0.837 7.103 2.132
N: 0.308 -2.672 -6.307
H: 3.429 -5.386 0.814
H: 8.738 -2.268 0.670
C: 5.853 1.057 -2.753
H: 0.228 -0.220 -7.698
H: 7.964 -2.826 -2.633
H: 2.655 -4.561 -7.972
C: 1.333 -0.409 1.715
C: -2.577 0.939 3.291
H: -0.554 -5.266 -6.440
N: 3.966 -5.266 -1.180
C: 8.074 -1.768 -2.396
H: -5.317 -3.871 -4.598
H: -4.733 0.635 -2.654
H: -2.638 -6.587 4.619
P: -1.775 6.668 1.147
H: -2.226 1.939 3.037
H: -4.533 8.719 -0.437
H: -5.480 1.114 3.066
N: 5.376 7.008 -1.801
O: 0.467 0.667 -3.721
O: -4.434 -1.626 4.287
H: -2.760 -3.500 4.439
H: 1.860 -8.282 3.884
P: 6.408 -0.506 -0.617
H: -4.115 0.933 7.774
C: 5.739 0.008 1.984
H: 3.150 -7.035 -0.565
H: 1.723 1.264 7.235
H: 4.987 6.360 -3.785
H: 0.857 -5.823 3.573
N: -3.750 0.975 4.108
C: 2.519 -3.838 -5.919
H: -5.725 1.741 7.533
H: 0.874 2.816 0.534
H: -2.389 3.075 1.149
C: 2.235 0.483 -0.384
C: 1.262 0.946 -4.623
H: 3.964 8.321 2.245
H: -5.260 2.230 4.530
H: -0.396 -3.226 -9.622
H: -0.275 -5.618 2.168
N: -4.300 1.824 -5.994
H: -0.359 -1.103 -2.280
H: 4.995 2.294 4.197
H: -1.214 -1.743 7.124
H: 2.218 -0.578 -0.631
O: -1.005 -2.642 -5.981
C: -2.265 -1.741 6.836
H: -5.391 -4.930 -2.112
H: -4.332 6.061 2.338
C: 0.982 -3.793 -5.622
H: 3.620 3.970 6.832
H: -6.156 3.983 -2.588
P: 5.196 6.855 -0.068
C: -0.320 -1.794 -1.438
C: 0.863 -3.656 -4.074
H: -8.815 0.558 0.084
H: 8.308 -0.158 2.345
H: 1.854 5.130 7.016
N: 0.819 4.485 4.539
H: 3.525 6.528 2.128
C: -5.378 -4.695 3.882
H: 8.556 -3.407 -0.716
H: -3.838 3.655 -7.144
C: -3.527 8.714 1.983
C: -1.807 0.624 6.458
H: -0.609 -10.531 -0.635
H: -8.051 0.012 -3.656
H: -2.683 -0.388 -0.975
H: -2.331 -6.946 1.349
H: -2.687 2.364 -7.310
H: 1.506 -2.185 0.564
H: 0.282 -0.952 -9.384
C: -6.235 0.655 0.321
H: 1.889 2.245 1.892
H: -3.394 7.697 -1.243
H: 6.048 0.764 2.705
H: 5.769 -0.941 2.519
C: 2.101 -2.423 -8.004
H: 5.899 2.121 -2.984
N: -3.066 7.843 0.847
H: -2.689 0.414 2.342
N: -0.531 -7.305 0.082
N: 6.786 -0.084 0.966
O: -2.296 -6.422 -3.863
C: 0.772 -8.339 3.888
H: 0.265 3.972 -5.598
O: -6.309 3.524 -5.545
C: -1.996 -6.978 0.313
H: 8.186 1.454 1.615
H: -0.563 -2.986 0.667
H: 0.620 6.910 -1.709
N: 3.137 3.102 5.134
H: -5.236 -6.332 -3.177
H: -2.020 -4.673 3.430
C: -2.750 -5.299 -4.064
H: 3.371 8.740 -1.349
H: -2.248 -10.810 2.445
H: 3.078 -4.737 -5.658
C: 0.538 -2.848 4.940
H: -3.677 -0.055 -6.794
C: -0.532 4.966 4.860
H: -4.393 2.191 6.506
H: -4.212 -0.116 -5.037
C: -0.002 7.429 -0.980
N: 1.362 2.215 -5.196
H: 0.155 2.173 1.939
H: 4.013 9.690 0.086
C: -0.161 -3.608 -8.628
H: -1.014 3.904 0.674
O: -0.638 1.246 -1.117
N: -2.595 5.226 1.382
C: 0.459 -5.181 -6.049
H: 2.950 -4.221 6.319
N: -3.835 -4.743 -3.571
C: -5.087 3.869 -2.770
C: -4.829 1.773 3.639
C: 3.681 -6.564 -1.407
H: 0.254 -1.800 4.757
H: 9.135 -1.538 -2.490
N: -7.025 -0.451 -0.239
H: -1.688 -9.269 3.103
H: 4.745 5.177 -2.560
H: -6.977 1.143 -2.935
H: 6.954 8.205 -2.132
H: 3.603 6.556 -2.724
H: 3.217 0.745 0.011
N: -2.657 -0.497 6.118
H: 2.205 -0.924 4.989
H: -2.235 -4.521 -4.648
H: 5.571 9.227 -1.969
H: -4.486 3.984 -1.868
C: 0.956 -1.892 1.458
H: -1.126 5.235 3.987
H: 1.197 -2.618 2.235
H: 0.758 -7.578 -1.357
H: -0.808 0.522 6.036
H: -5.724 -1.434 7.463
H: -1.767 0.430 3.813
H: -4.500 4.377 1.793
H: 0.709 -2.140 -1.340
H: 0.442 -9.378 3.877
C: 8.092 0.385 1.425
H: -3.275 -5.645 5.943
C: 3.401 8.859 -0.265
C: -2.969 -4.166 3.602
H: 2.305 -2.538 -9.069
C: -6.203 -0.812 6.708
H: -8.205 1.851 -3.961
H: -4.477 2.519 2.927
C: 2.547 2.639 -5.951
H: 0.358 -5.765 -0.969
C: -0.467 -1.969 1.045
O: 0.818 1.771 4.686
C: -6.241 -1.501 -0.859
H: -2.811 -9.413 1.654
H: -2.771 -0.487 0.710
H: -3.264 1.258 -3.366
N: 7.682 -1.556 -1.066
H: 1.401 -4.339 -3.416
C: 3.852 4.212 5.794
H: -1.000 -2.604 -1.704
C: -0.020 -1.064 -8.342
H: 8.005 2.529 -2.171
C: -7.570 0.974 -3.833
H: 5.895 8.314 -3.463
H: 6.132 3.463 0.896
H: 2.120 0.321 -4.913
H: -1.688 0.582 7.540
H: -5.635 -3.875 3.193
N: -4.917 2.531 -3.392
H: -2.926 -2.001 -0.133
P: -5.590 2.346 -5.032
H: 0.678 7.734 -0.185
C: -3.697 0.438 -5.822
H: -6.648 1.431 0.965
H: 2.453 4.796 3.292
P: 1.402 3.008 5.215
H: 4.823 1.004 -2.400
H: 2.415 -0.479 1.824
H: -0.363 8.304 -1.521
C: 2.460 -4.282 5.347
H: 2.401 9.040 0.128
H: -2.631 9.311 2.153
H: -3.658 8.019 2.812
H: 2.950 -3.041 -5.314
H: 1.908 -5.213 5.215
C: 3.661 4.404 0.049
H: -2.130 -5.965 -0.067
H: 3.625 3.665 0.849
H: 1.910 2.433 8.647
H: 4.919 4.225 5.574
C: -3.961 7.800 -0.317
C: 1.012 2.033 1.280
H: 2.359 3.065 -6.936
O: -6.308 -5.263 4.483
H: 0.348 1.843 8.302
H: 7.014 4.783 -0.030
H: 0.684 3.394 -3.880
H: -1.346 4.730 -1.489
O: 1.672 -8.598 0.711
H: -4.144 -6.154 -1.924
H: 1.227 -2.658 -3.828
H: 3.148 3.296 -5.321
H: -3.661 1.779 -1.759
C: 1.081 4.539 7.508
C: -8.379 -0.393 -0.260
C: -7.085 0.368 -6.090
P: -4.049 -0.411 5.084
H: 4.036 -3.772 0.365
H: -6.220 0.008 -6.647
C: -0.740 -10.859 0.397
H: -1.035 4.238 5.497
H: -2.631 -7.555 -0.360
N: 3.766 7.586 0.336
H: -4.619 6.931 -0.324
P: 0.267 -8.361 1.155
C: 1.296 2.078 7.819
N: 6.672 0.854 -1.556
C: -3.835 5.093 2.277
H: -5.568 0.104 0.984
H: -4.797 4.597 -3.527
H: 3.753 1.107 4.571
H: -5.593 1.059 -0.463
H: -6.517 -1.389 5.838
H: -6.828 -2.170 -1.489
O: -9.073 -1.332 -0.712
C: -4.103 1.522 -2.722
N: 0.256 -7.644 2.692
C: 0.547 -2.415 -7.790
H: -3.554 4.701 3.254
C: -4.822 1.356 7.060
C: 3.425 7.533 1.719
H: -2.223 1.595 6.191
H: 1.357 6.172 3.402
H: -5.518 -1.064 -1.548
H: 0.099 4.997 7.399
C: 3.918 2.133 4.242
H: 0.863 4.715 2.472
H: 4.760 0.383 1.688
C: 6.115 4.174 0.070
H: 5.600 -4.067 -1.924
H: -0.378 5.880 5.434
C: 4.607 -4.411 -2.215
H: -1.106 -1.108 -8.427
N: 1.857 -2.968 4.969
H: -1.196 -1.706 -5.891
H: 2.919 5.119 0.405
H: 3.393 5.160 5.513
H: 0.922 -0.035 2.653
C: 3.453 -4.630 0.029
C: 5.893 8.267 -2.374
O: 3.882 -7.139 -2.507
H: -4.323 -6.816 5.134
N: -0.799 -9.750 1.315
H: 3.891 -3.622 -2.446
H: -0.079 0.976 -1.849
C: -1.938 -9.798 2.183
C: 0.297 3.161 -4.872
H: 8.831 0.181 0.650
H: -1.356 6.111 -2.584
H: -2.316 -2.654 6.243
H: -1.662 -11.434 0.484
H: -7.775 -0.420 -5.790
H: -2.778 5.735 -1.622
O: -0.262 -3.742 5.224
H: 0.226 -5.822 -5.199
C: -1.689 5.758 -1.608
C: 0.555 -6.185 2.590
H: 3.532 2.102 3.223
H: 3.175 1.750 -6.011
H: 1.944 1.148 -1.197
C: 1.046 0.622 0.652
N: -6.587 0.919 -4.881
O: 5.131 -1.235 -0.790
H: 6.027 3.691 -0.903
C: -3.534 -6.081 4.979
H: -0.678 -6.772 -1.914
C: 2.786 -3.637 -7.408
C: -2.404 -1.045 -0.151
N: -0.279 0.310 -0.056
C: 1.403 5.085 3.344
H: -0.168 -3.581 -3.729
H: -3.858 -3.213 -5.101
H: -5.672 -2.180 -0.224
H: 8.443 1.722 -0.772
H: -4.360 9.356 1.698
H: -1.094 -1.735 1.906
H: -7.101 -0.257 6.977
H: 6.053 0.533 -3.688
C: 2.778 -1.846 4.892
H: 3.319 -4.346 4.680
C: 4.647 6.245 -2.755
N: 1.094 3.160 6.879
H: -4.521 -2.761 -3.434
H: 1.409 -5.978 1.944
H: 1.018 -5.616 -6.878
H: 3.538 3.912 -0.916
H: 0.152 -11.397 0.718
H: 0.573 -4.412 -8.687
H: 4.670 -4.951 -3.160
C: -0.860 -1.065 -0.185
O: 6.390 7.389 0.671
H: 1.448 4.529 8.534
C: -3.327 2.870 -6.587
C: 8.082 -2.624 -0.124
H: 7.486 -1.127 -3.055
H: 2.634 -1.553 -7.620
N: -4.054 -5.039 4.040
H: 3.248 -1.902 3.910
H: 8.638 0.889 -2.346
C: -1.812 3.961 1.414
H: 2.356 7.745 1.733

Löwdin atomic charge list, values in e, 8 entries: C -0.0910; H 0.0550; H 0.0857; H 0.1085; N -0.2876; H 0.0698; H 0.0692; N -0.2574


Computed, not measured: 13 unconnected molecules or ions with the total composition C78H52O26 at a distorted geometry, with the ωB97M-V functional and the def2-TZVPD basis.

Computed properties:
* strongest force on any atom: 4.1 eV/Å
* energy relative to the best compared isomer or geometry (same formula, charge and spin): 0.869 eV
* gap between HOMO and LUMO: 7.88 eV
* HOMO: -10.03 eV

Geometry (Å):
H: -0.138 2.541 1.034
C: -0.182 -6.439 2.377
C: -0.124 1.148 -5.899
C: 1.168 4.249 3.026
H: 3.948 -2.803 -5.979
C: 0.467 1.992 -1.099
C: 4.674 -3.381 -0.317
C: 3.946 -4.121 -1.329
C: -4.513 1.363 1.363
C: 3.050 -0.367 -1.271
O: -3.019 2.161 6.688
H: -5.642 6.274 -0.151
C: -2.217 -3.113 3.660
H: -1.711 -2.162 6.298
C: -0.013 6.110 2.172
C: -2.572 -0.177 6.254
C: -1.652 -1.120 5.926
C: 1.048 7.030 2.693
O: 0.473 -2.418 -7.739
H: -1.227 -3.018 4.050
C: -3.032 -4.083 4.090
H: 0.510 6.303 -4.699
C: 3.134 -3.356 -5.580
C: -0.464 -0.708 5.140
H: -2.717 -4.848 4.832
C: 0.986 -3.415 -4.152
O: 6.397 -0.060 4.094
C: 5.038 -3.960 0.819
O: 5.471 -5.958 1.875
O: -0.301 2.184 -5.252
C: 5.898 -2.751 6.163
O: 3.684 -3.607 -2.439
O: -3.248 -5.474 0.831
C: -0.792 0.641 0.558
H: 2.771 -1.296 -1.775
H: -1.917 -1.707 -6.615
H: -1.620 -3.624 -0.064
C: -4.151 -2.253 2.225
H: 3.663 3.086 0.522
C: -1.253 -4.381 0.582
H: 2.869 7.029 3.897
C: 2.318 -5.440 -4.594
O: 3.910 -3.865 6.658
H: 1.222 4.304 -5.838
H: 1.778 1.691 -6.787
C: -4.393 -4.286 3.568
H: -1.188 2.627 4.627
O: 0.451 -1.429 4.867
C: 0.019 4.824 2.355
H: -2.179 -7.106 2.511
H: 5.556 -3.505 1.629
C: 4.497 -3.143 5.900
C: 1.045 0.942 -6.728
C: -4.800 -3.399 2.391
H: 0.708 -3.706 0.430
C: 2.137 6.395 3.497
C: 2.278 5.066 3.524
C: -5.488 4.799 -1.527
H: 0.288 -7.111 3.093
C: -2.646 5.062 -1.263
C: -2.784 -1.958 2.887
H: 2.720 -2.544 4.734
C: 4.842 -5.437 0.994
C: -2.397 1.344 6.022
C: -4.554 3.870 -2.180
C: -0.868 -0.403 -0.445
C: -3.144 4.159 -2.144
C: -1.470 -6.415 2.024
H: -3.816 1.146 0.491
C: -3.986 2.330 2.408
H: 4.018 0.483 -2.929
H: -2.468 3.566 -2.769
O: 1.979 -1.383 -4.871
H: -5.710 -3.790 1.938
H: 4.908 -2.382 -0.467
H: 6.370 -3.208 7.018
C: 2.996 1.031 0.806
O: 0.926 3.086 -1.381
C: 2.678 -0.272 0.171
H: 0.346 -5.378 -3.617
C: -1.275 6.657 -6.079
C: 0.757 -5.430 1.752
O: -5.119 -5.215 3.942
C: 6.503 -1.776 5.523
C: 5.809 -1.044 4.471
C: 0.217 4.798 -6.161
C: -5.991 1.983 3.753
O: -0.099 3.399 -8.102
C: -2.272 6.047 -6.989
H: 2.689 1.234 1.842
C: 0.516 0.890 -2.049
H: 0.254 -2.833 -3.662
C: 3.633 0.612 -1.918
H: -0.742 6.627 1.514
C: 3.976 1.921 -1.268
H: -6.686 2.054 4.582
C: 3.512 2.062 0.141
C: 0.069 -4.460 0.807
C: -1.890 4.971 -7.670
C: 2.020 -2.621 -4.884
O: 1.169 8.195 2.398
C: 4.426 -1.422 4.092
O: -2.385 -0.805 3.010
H: 3.003 -6.064 -1.887
C: 1.090 -4.745 -4.086
O: 2.533 -6.553 -4.185
O: -1.423 -1.482 -0.329
O: 2.207 -1.203 0.793
H: -3.379 -0.450 6.913
C: -6.602 1.100 2.704
C: -3.524 5.775 -0.351
C: -4.759 2.575 3.678
C: 4.016 -6.175 -0.068
C: 3.572 -5.516 -1.140
H: -4.592 -1.514 1.561
H: -2.425 4.629 -8.567
H: -3.127 6.627 -7.142
O: -5.018 2.866 -2.749
H: 0.534 1.053 4.210
C: 3.271 -4.649 -5.333
C: -4.982 5.710 -0.723
C: -0.321 0.727 4.779
H: -1.570 5.273 -1.171
C: 0.142 -1.316 -7.319
O: -3.144 6.396 0.652
O: -1.469 7.809 -5.786
H: 2.057 -0.411 -8.021
H: 7.545 -1.451 5.644
H: 3.736 -7.270 0.091
H: 3.829 -0.911 3.347
H: 4.069 -5.233 -5.852
H: -6.185 0.223 0.758
C: -0.110 5.950 -5.561
C: -2.079 -5.418 1.090
O: -2.877 2.840 2.284
H: -6.519 4.604 -1.697
C: -5.706 0.825 1.474
C: -0.238 -0.144 -1.786
H: -0.736 4.060 2.279
H: -2.121 0.308 -5.282
C: -1.172 -0.976 -6.661
H: 1.190 1.044 -2.880
O: 1.990 -5.517 1.893
O: 4.646 2.811 -1.793
C: -0.089 1.779 0.258
O: -7.697 0.676 2.811
O: 1.234 3.057 3.266
C: 3.789 -2.386 4.732
C: -0.566 4.214 -7.350
H: -4.237 2.953 4.564
C: -1.201 0.108 -5.850
H: -1.295 0.485 1.499
H: 3.086 4.652 4.148
C: -1.265 1.638 5.040
C: 1.199 -0.205 -7.383
H: -0.187 -1.098 -2.378

Löwdin atomic charge list, values in e, 8 entries: H 0.0902; C 0.0242; C -0.3720; C -0.3922; H 0.1171; C -0.3884; C 0.0141; C -0.3387